114
Properties=species:S:1:pos:R:3:lowdin_charge:R:1 method="wB97M-V/def2-TZVPD" total_charge=0 e_above_lowest_kcal_mol=0.00 smiles="CCOC(C)=O.O=C1OCCO1.O=C1OCCO1.O=C1OCCO1.O=C1OCCO1.CCCC#N.CCCC#N.CCCC#N.CCCC#N.CCCC#N" total_energy_ev=-74402.6369
O -11.8744 -23.8595 13.9590 0.08
O -7.1435 -20.8155 25.7994 0.16
O -11.3419 -15.8606 17.0244 0.04
O -10.4305 -24.8085 15.2917 0.05
O -13.7880 -21.9972 11.8296 0.10
O -9.4450 -25.8565 19.5328 0.06
O -12.3566 -20.3360 11.2434 -0.01
O -7.5783 -24.6599 19.5849 0.05
O -7.7709 -20.4744 23.6676 0.05
O -8.3690 -25.5216 21.5109 0.17
O -10.6090 -14.3145 18.4141 0.08
O -10.1051 -22.6730 14.7281 0.13
O -7.9394 -22.5142 24.5809 0.08
O -12.7843 -14.9057 18.4306 0.17
N -5.8458 -14.9591 19.6879 0.14
N -10.5831 -22.3501 20.4540 0.19
N -9.0240 -23.9276 11.2749 0.17
N -16.9930 -16.0160 18.3872 0.14
N -14.1979 -22.0165 19.1137 0.14
C -11.5270 -25.7033 15.3006 -0.12
C -7.2497 -23.2133 13.0535 -0.19
C -8.4543 -17.5620 19.9701 -0.10
C -8.5057 -25.3070 20.3581 -0.55
C -7.8130 -24.9208 18.2071 -0.12
C -9.2453 -25.3228 18.2262 -0.14
C -7.7166 -20.7078 13.3151 -0.10
C -13.7698 -22.9664 21.5155 -0.19
C -15.0075 -16.2684 16.6944 -0.18
C -6.1957 -15.6840 20.5068 -0.23
C -16.1539 -16.1692 17.6229 -0.24
C -6.6921 -21.7938 12.9970 -0.25
C -10.1787 -21.9335 19.4611 -0.18
C -10.6653 -20.2583 17.6276 -0.24
C -7.5590 -21.2347 24.7674 -0.57
C -14.0870 -22.4439 20.1744 -0.24
C -8.4632 -22.6613 23.2494 -0.11
C -12.8148 -21.5981 11.2459 -0.54
C -9.9170 -15.8315 16.8209 -0.08
C -8.2615 -23.5839 12.0611 -0.21
C -11.9130 -22.5453 10.4889 0.00
C -7.3372 -17.8334 20.9755 -0.24
C -14.1355 -17.4924 16.9365 -0.27
C -8.1844 -21.3052 22.6068 -0.16
C -10.7376 -23.6914 14.6488 -0.57
C -11.6841 -15.0148 17.9941 -0.58
C -15.7632 -21.9001 22.8313 -0.11
C -9.5801 -14.4667 17.4563 -0.11
C -13.1382 -19.3904 11.9852 -0.22
C -13.2042 -19.4857 13.4957 -0.06
C -15.0352 -23.1664 22.3726 -0.26
C -9.7683 -21.3938 18.1328 -0.17
C -14.8325 -18.8518 17.1054 -0.09
C -10.1439 -19.6088 16.3493 -0.09
C -12.3903 -25.1684 14.1727 -0.09
C -6.6968 -16.5777 21.5468 -0.19
H -7.2962 -16.0972 22.3260 0.13
H -16.4461 -22.1492 23.6468 0.07
H -11.9923 -22.4525 9.4035 0.09
H -9.5121 -26.1308 17.5472 0.13
H -10.8767 -22.3830 10.7835 0.05
H -10.0455 -20.4149 15.6149 0.05
H -13.5179 -17.6278 16.0442 0.08
H -6.1488 -21.6678 12.0590 0.11
H -8.5274 -16.6243 19.4190 0.05
H -13.1253 -22.1922 21.9285 0.11
H -14.1375 -19.6604 17.2894 0.04
H -7.9186 -20.7483 14.3878 0.06
H -9.4958 -16.7262 17.2779 0.10
H -15.7809 -23.6712 21.7506 0.11
H -7.4142 -19.7124 12.9951 0.07
H -13.3300 -23.9483 21.3567 0.11
H -6.4487 -23.9450 12.9201 0.12
H -9.1552 -20.9313 22.2859 0.11
H -13.6763 -20.4112 13.8164 0.08
H -14.5119 -15.2999 16.7102 0.10
H -9.5507 -22.7401 23.2147 0.12
H -11.7333 -20.4392 17.7333 0.10
H -5.9326 -21.6827 13.7739 0.11
H -10.8845 -18.8570 16.0825 0.07
H -9.5224 -13.6408 16.7437 0.13
H -8.0321 -23.5043 22.7216 0.11
H -8.7149 -20.8505 12.8901 0.07
H -9.4596 -17.5886 20.4091 0.08
H -14.8076 -23.8820 23.1607 0.10
H -7.1108 -25.6407 17.7907 0.14
H -13.4192 -25.0782 14.5156 0.14
H -9.9162 -24.4708 18.1037 0.11
H -9.1439 -19.1836 16.4356 0.07
H -15.6959 -18.7891 17.7734 0.07
H -11.2049 -26.7367 15.1476 0.13
H -12.0686 -23.6091 10.6563 0.08
H -15.5395 -16.3402 15.7376 0.12
H -8.5796 -14.4763 17.8935 0.12
H -12.1879 -19.5454 13.9008 0.07
H -5.8663 -16.8346 22.2177 0.12
H -15.1013 -21.1525 23.2758 0.07
H -10.5179 -19.4843 18.3991 0.09
H -16.3669 -21.4225 22.0624 0.07
H -7.7737 -23.9970 17.6260 0.13
H -7.7364 -18.4453 21.7840 0.10
H -12.7601 -18.4298 11.6239 0.12
H -14.1394 -19.4535 11.5362 0.12
H -8.7326 -21.0663 18.1976 0.12
H -7.4430 -21.4462 21.8175 0.13
H -6.5450 -18.4204 20.5076 0.11
H -15.3978 -18.9988 16.1741 0.07
H -9.8117 -15.8802 15.7382 0.13
H -13.4276 -17.3394 17.7528 0.09
H -7.6524 -23.3801 14.0551 0.10
H -8.4828 -18.4175 19.2884 0.06
H -13.6522 -18.5717 13.8754 0.07
H -11.9540 -25.7563 16.3083 0.13
H -9.8721 -22.2677 17.4829 0.09
H -12.2494 -25.7839 13.2854 0.14

---

60
Properties=species:S:1:pos:R:3:lowdin_charge:R:1 method="wB97M-V/def2-TZVPD" total_charge=0 total_energy_ev=-58192.2377
Si -3.9557 -1.0371 2.0438 0.50
Si -1.1279 -1.4537 1.8489 0.55
O -1.5463 -0.6777 -3.0768 -0.07
O 4.4412 6.2121 -5.6995 0.05
O -0.3900 -1.5958 -1.1614 -0.14
O 4.8476 3.4367 -1.7960 0.04
O -2.6079 -1.0955 0.9141 -0.40
O 3.2093 5.2378 -4.1547 0.04
O 3.7273 1.8887 -0.6998 0.04
O -0.2734 1.2993 -0.2428 -0.12
O 2.8567 -3.0947 2.7906 0.03
O 3.7438 -3.0350 0.7750 0.06
O -6.9569 -2.9715 0.5669 -0.10
N 4.1131 5.9950 -4.5273 -0.41
N -6.8016 1.1120 -0.1295 0.02
N 3.4390 -3.6074 1.8278 -0.43
N 4.0272 2.5145 -1.7232 -0.41
C -5.6114 -2.8931 0.5839 -0.19
C -0.0120 -2.8826 -0.5591 -0.23
C 4.8784 6.7127 -3.4723 0.04
C -4.8102 -2.7997 2.0209 -0.23
C 0.6096 0.7980 0.8510 -0.40
C -5.4795 0.7790 0.1876 -0.22
C -1.3546 -1.7492 -2.2600 -0.13
C -5.1882 0.4181 1.7607 -0.26
C -0.0526 -2.8603 1.0800 -0.23
C -0.2035 0.2086 2.1462 -0.24
C 1.4132 2.1585 1.3995 -0.10
C 3.8042 -5.0444 1.9521 0.04
C 3.3408 2.1258 -2.9849 0.05
H -0.6050 -3.8156 -1.0089 0.13
H 4.7501 7.7835 -3.6429 0.10
H -4.0391 -3.6797 2.1783 0.10
H 1.0068 -2.8504 1.5919 0.06
H -0.9413 1.0739 2.5102 0.11
H -1.1774 1.5326 0.1215 0.10
H 5.9256 6.4179 -3.5668 0.10
H 1.8917 2.7553 0.5129 0.07
H -6.8708 1.3264 -1.1581 0.03
H -4.7302 1.3676 2.2755 0.09
H 0.5630 2.8012 1.9379 0.09
H -4.6853 0.8111 -0.6783 0.12
H -6.2246 0.0856 2.2323 0.11
H 4.4699 -5.1419 2.8121 0.10
H 1.1261 -3.0836 -0.8597 0.13
H 2.8804 -5.6077 2.0988 0.10
H 4.4843 6.4279 -2.4945 0.09
H 4.1087 1.8101 -3.6940 0.10
H -2.0010 -2.6956 -2.5001 0.16
H -1.5304 -1.9444 3.1911 -0.01
H -3.3997 -0.8436 3.4042 -0.01
H 2.6505 1.3064 -2.7735 0.10
H 2.7998 3.0017 -3.3488 0.08
H 1.4551 0.0705 0.4547 0.15
H 2.2487 1.8650 2.1720 0.09
H 4.3080 -5.3613 1.0365 0.10
H -4.9601 -2.8933 -0.4073 0.13
H 0.5737 0.0741 3.0265 0.10
H -0.5643 -3.8819 1.4116 0.10
H -5.5929 -2.8106 2.9032 0.10

---

15
Properties=species:S:1:pos:R:3:lowdin_charge:R:1 method="wB97M-V/def2-TZVPD" total_charge=+1 e_above_lowest_kcal_mol=154.72 smiles="CC=[N+]=C1[C@H]2C[C@@H]12" total_energy_ev=-7828.9789
N 1.0518 1.6498 -0.1425 0.18
C -1.6719 0.8415 0.6842 0.08
C 1.9919 0.8511 -0.0287 -0.30
C -0.5714 0.8410 -0.1866 0.05
C -1.4381 -0.0644 -0.6935 0.02
C -2.7597 0.4709 -0.2506 -0.03
C 2.2448 -0.6211 0.0123 -0.06
H 2.1085 -0.9073 -1.1119 0.13
H -1.6757 0.8612 1.6812 0.11
H 1.4951 -1.1752 0.6106 0.08
H -1.2013 -1.0764 -1.0818 0.17
H -3.5932 -0.1543 0.2137 0.16
H -3.2699 1.1269 -0.8785 0.11
H 3.3522 -0.7760 0.3377 0.12
H 2.9832 1.4928 -0.0333 0.17

---

14
Properties=species:S:1:pos:R:3:lowdin_charge:R:1 method="wB97M-V/def2-TZVPD" total_charge=0 e_above_lowest_kcal_mol=52.75 smiles="CC(C=O)C=O.[H][H]" total_energy_ev=-8370.9942
O 2.0500 0.4199 0.2060 0.05
O -1.6068 -0.5955 -1.2111 0.05
C -1.1963 0.4290 -0.7273 -0.25
C -0.3387 0.4907 0.5297 -0.31
C -0.2479 -0.8403 1.2547 -0.06
C 1.0182 1.0334 0.1028 -0.25
H 0.4890 -0.7885 2.0604 0.09
H 1.0034 2.0538 -0.3373 0.13
H 0.7576 -1.1484 -2.1764 0.05
H 0.0550 -1.6309 0.5648 0.08
H -1.4115 1.4095 -1.2036 0.13
H -1.2188 -1.1123 1.6783 0.09
H 1.4324 -0.9961 -1.9036 0.05
H -0.7856 1.2756 1.1625 0.15

---

54
Properties=species:S:1:pos:R:3:lowdin_charge:R:1 method="wB97M-V/def2-TZVPD" total_charge=0 e_above_lowest_kcal_mol=529.30 total_energy_ev=-32239.2869
O -0.2659 3.7566 0.6761 0.03
O -0.4080 1.5164 1.9425 -0.06
O 2.6387 -1.5832 0.4415 -0.10
N -2.8192 0.5831 0.6433 0.18
N -4.3847 -0.3250 -0.7734 0.16
N -4.8470 0.3115 0.3793 -0.07
N -4.0399 0.6533 1.1080 -0.07
C 0.5428 -3.7651 0.2752 -0.15
C 1.2671 -0.0018 1.3172 0.05
C -1.2563 -1.9570 -0.0677 -0.09
C -3.1461 -0.3736 -0.1924 -0.34
C 0.7068 3.3917 -0.1105 -0.37
C 0.6109 1.3254 1.0245 -0.12
C -1.1219 -0.1105 -1.7717 -0.09
C 2.5926 0.2632 -0.5558 -0.14
C 1.1057 2.1475 -0.0483 -0.23
C -2.7621 -2.1061 -2.2490 -0.02
C 3.7380 -0.3517 -1.6799 -0.01
C 1.2167 4.1844 -1.1612 -0.01
C 2.4433 -2.7570 1.4766 -0.08
C 1.0545 -3.1427 1.5716 -0.32
C -2.0422 -1.0156 -1.1101 -0.46
C 2.0412 1.4849 -0.5950 -0.02
C 5.1502 -0.0221 -0.8160 -0.08
C 0.1169 -2.5651 -0.8444 -0.03
C 2.1342 -0.2532 0.4849 -0.40
H -1.9873 -2.4659 -3.0391 0.09
H 0.7422 -1.8716 -0.9979 0.01
H 0.7742 -0.5625 2.2023 0.16
H -3.3346 -1.1454 -2.8038 0.11
H -2.0835 0.7051 1.2307 0.08
H 0.9441 3.9535 -2.2701 0.15
H -1.0366 -1.2746 0.8033 0.09
H -0.2570 -3.1526 -1.4459 -0.01
H -1.9400 -2.7801 0.1189 0.10
H 2.0214 4.5606 -1.0204 -0.03
H 1.5156 -4.3425 -0.2901 0.17
H 0.1552 -2.4301 2.0172 0.15
H 2.5252 2.2613 -1.6247 0.22
H -0.5476 0.5279 -1.0905 0.07
H 1.0716 -4.0976 2.0897 0.11
H 3.2642 -3.4302 1.6484 0.10
H -0.1677 -4.5746 0.3699 0.09
H 6.0222 -0.3027 -1.6065 0.10
H 2.4178 -2.0110 2.8008 0.21
H -0.4549 -0.4321 -2.5873 0.09
H 3.8663 0.4321 -2.5714 0.14
H 0.5935 5.3353 -1.2191 0.19
H -3.4025 -2.7939 -1.7515 0.04
H 5.2113 -0.6189 -0.0003 0.00
H 3.5945 -1.3143 -1.6292 0.01
H 5.4588 1.0141 -0.6867 0.05
H -0.7005 2.6597 1.6144 0.21
H -1.8092 0.6001 -2.5284 0.15

---

We obtain HOMO values of -10.20; -9.51; -15.06; -10.10; -8.84 eV for the records listed above, in that order.